1.
DFT (ωB97M-V/def2-TZVPD) results for one molecule with the formula C13H19N5O5 at a distorted geometry.

Structure (XYZ):
```
42
Properties=species:S:1:pos:R:3:forces:R:3:lowdin_charge:R:1
O -0.55676 -4.34813 2.34322 0.9 0.7 -1.3 0.0276
O 1.42026 3.64877 2.01273 -0.3 -0.2 -1.3 -0.0486
O -0.43806 2.41218 -1.44990 0.4 -1.4 0.3 0.0448
O 0.14173 -1.22456 -1.34885 -0.7 0.3 -1.1 0.0676
O 2.04008 1.59892 2.37344 -0.2 -3.0 0.5 -0.0549
C -0.40223 -4.26036 1.11533 -2.1 -0.3 2.4 -0.5260
C 1.85256 2.54590 1.61556 0.6 2.7 -1.3 -0.7020
C 0.54436 1.75962 -1.80327 1.9 1.0 0.8 -0.4144
C 0.40006 -0.83689 -0.22304 0.3 -2.9 -0.7 -0.4782
C -2.06497 0.87964 0.51029 -1.8 0.3 -1.6 -0.0340
C -1.39907 0.37073 1.54864 1.5 -4.2 0.6 -0.2714
C -1.26685 2.47814 1.77484 -1.2 0.6 -1.1 -0.0533
N -2.14681 2.26024 0.75676 2.0 -0.8 0.2 0.1218
N 0.86304 1.63523 -3.10255 -0.4 -0.3 1.0 0.0103
N 1.11958 0.20713 0.05716 0.9 1.5 1.2 0.1277
N -0.18642 -3.11882 0.43687 0.7 0.8 -0.8 0.0952
N -0.84668 1.33965 2.32805 0.9 2.3 0.1 0.1825
C -0.85229 -5.38178 0.21648 0.0 -1.7 1.9 -0.0073
C -0.17169 1.63831 -4.07012 -1.4 0.4 0.8 -0.0694
C 2.34482 2.40283 0.04004 -1.6 -0.5 0.1 0.0047
C -1.15095 -1.13686 1.77206 -0.9 -0.4 0.9 -0.0270
C 1.69717 1.21258 -0.81369 -2.0 1.3 0.0 -0.1643
C 0.04763 -1.77965 0.95314 -1.8 0.7 0.0 -0.1612
H -2.42280 0.36701 -0.45286 0.3 1.0 2.0 0.1778
H -0.89144 3.45381 1.89968 0.5 0.8 0.9 0.1281
H -2.35707 2.96648 0.03175 0.4 -0.7 0.8 0.1739
H 1.76505 1.37771 -3.39100 1.0 -0.7 0.0 0.1233
H 1.41170 0.27337 1.01337 0.4 0.5 0.8 0.1061
H 0.02130 -3.23230 -0.55395 -0.3 0.4 0.2 0.1376
H 0.08918 1.34262 2.90451 -1.6 -0.2 -1.2 0.2095
H 0.00532 -5.84272 -0.23942 0.1 -0.1 -0.9 0.0751
H -1.60191 -4.95997 -0.40329 -0.4 0.1 -1.2 0.0686
H -1.35123 -6.21118 0.81463 0.7 1.3 -0.5 0.1105
H -1.08194 1.21309 -3.56971 0.7 0.4 -0.8 0.1092
H -0.35586 2.65619 -4.37648 -0.5 0.2 -0.5 0.0841
H 0.15171 1.02863 -4.87213 0.0 -0.5 -1.0 0.0765
H 2.16903 3.36776 -0.53855 0.6 -1.2 1.0 0.1310
H 3.34224 1.97586 -0.00825 0.6 1.2 0.7 0.0949
H -2.15060 -1.51956 1.55848 0.3 -0.7 -0.8 0.1151
H -1.09016 -1.52377 2.84480 0.4 1.2 -1.1 0.1424
H 2.52973 0.77247 -1.35768 -0.3 -0.1 -0.6 0.1325
H 0.82921 -1.80830 1.65291 1.4 0.0 0.8 0.1336
```
Positions in Å, forces in eV/Å.

**Orbital gap**: 0.335 Ha
**Energy above the lowest of the compared OMol25 structures with the same formula, charge and spin**: 264.3 kJ/mol
**DFT total energy**: -31476.7416 eV
**Multiplicity**: 1
**Lowest unoccupied orbital energy**: 0.43 eV

2.
DFT (ωB97M-V/def2-TZVPD) results for C18H57AsF6N15O9 as an isolated structure at a distorted geometry.

Structure (XYZ):
```
106
Properties=species:S:1:pos:R:3:forces:R:3:mulliken_spin:R:1
As 1.06630 -0.30266 0.22095 0.5 -0.5 1.3 0.0003
F 2.51070 -0.41751 1.22659 -0.3 0.5 -1.5 0.0000
F 1.54778 0.99940 -0.85513 0.1 -0.5 0.5 0.0001
F -0.49877 -0.31118 -0.53725 0.0 -0.2 -0.3 0.0017
F 0.49840 -1.66456 1.26289 -0.1 1.3 -1.7 0.0001
F 0.47891 0.95393 1.35991 0.3 -1.1 -0.8 0.0000
F 1.75373 -1.45188 -0.97034 -0.9 0.9 0.9 0.0000
C 4.44642 0.12498 -2.32126 0.3 -1.5 1.8 0.0001
C 4.90068 -1.37760 -1.86085 -0.5 1.3 -2.9 0.0000
C 4.86417 -2.29695 -3.16395 -0.5 0.6 1.1 0.0001
O 5.23088 -3.61107 -2.82877 1.1 1.1 0.5 0.0000
C 5.63044 -4.26034 -3.99382 -0.6 -2.3 0.6 0.0000
N 6.24937 -1.31422 -1.32031 -0.6 -0.2 -0.2 0.0000
H 5.03391 0.60241 -3.10550 0.2 -0.6 -0.3 0.0000
H 4.66849 0.71927 -1.43492 -0.2 0.2 0.2 0.0000
H 3.38177 0.22271 -2.53351 0.0 -0.3 -0.1 0.0003
H 4.30811 -1.83739 -1.06994 -0.6 0.4 -0.3 0.0000
H 5.53193 -1.89314 -3.92495 0.6 0.3 0.1 0.0000
H 3.92508 -2.38911 -3.70957 -0.7 0.5 0.3 -0.0001
H 6.35199 -3.75501 -4.63577 -0.3 0.3 0.0 0.0000
H 4.69190 -4.58612 -4.44227 0.1 0.3 -1.2 0.0000
H 6.05733 -5.21065 -3.67326 0.4 0.0 0.0 0.0000
H 6.84499 -0.90646 -2.02675 0.4 0.0 -0.1 0.0000
H 6.44670 -2.30428 -1.28950 1.0 -0.2 0.4 0.0000
C -2.29927 -3.89701 4.80187 0.2 -0.1 0.6 0.0000
C -2.92282 -3.91804 3.43829 0.3 -1.7 0.2 0.0000
C -4.34940 -3.37314 3.44785 -0.1 -0.2 -1.0 0.0000
O -5.36196 -4.26349 4.00064 3.7 1.0 0.3 0.0000
C -6.63682 -3.93220 3.66751 -2.0 0.1 0.6 0.0000
N -2.03103 -3.19939 2.50995 -1.0 0.1 0.3 0.0000
H -2.79983 -4.54763 5.51897 -0.4 0.3 0.0 0.0000
H -2.26294 -2.86287 5.14442 0.1 -0.1 0.4 0.0000
H -1.29226 -4.31409 4.79236 0.3 0.2 -0.2 0.0000
H -2.91602 -4.95320 3.09696 -0.6 -0.4 0.1 0.0000
H -4.62678 -3.20374 2.40743 -0.1 0.1 -0.4 0.0000
H -4.26970 -2.38095 3.89203 -0.7 0.1 0.6 0.0000
H -6.92292 -2.88355 3.58642 0.8 0.5 -0.4 0.0000
H -7.21156 -4.19323 4.55613 -0.5 -0.6 -0.2 0.0000
H -6.96632 -4.47248 2.78002 -0.2 0.0 -0.1 0.0000
H -2.39344 -3.30239 1.57285 0.2 0.1 0.3 0.0000
H -1.11993 -3.63504 2.52404 0.1 -0.1 0.1 0.0000
C -1.89983 5.30964 -1.19611 0.7 1.0 -0.7 0.0006
C -0.62083 5.20669 -0.38983 -0.7 1.1 1.2 -0.0008
C -0.89941 5.49374 1.09505 0.5 1.0 -0.4 0.0007
O -1.22290 6.90580 1.23582 -0.6 -1.8 -0.6 0.0000
C -2.09751 7.08361 2.33702 1.1 0.7 0.4 0.0000
N -0.05877 3.90386 -0.56851 0.3 -0.9 -0.4 0.0031
H -2.58726 4.48997 -0.98711 -0.1 0.1 0.1 -0.0002
H -1.62035 5.31777 -2.24964 -0.3 -0.4 -0.1 0.0001
H -2.33860 6.30044 -1.07832 -0.4 -0.2 0.5 0.0002
H 0.11865 5.95968 -0.66234 -0.1 0.1 -0.5 0.0004
H -0.01076 5.28738 1.69156 0.4 0.1 0.1 0.0000
H -1.62997 4.78274 1.48086 -0.7 0.3 0.0 -0.0001
H -1.53053 6.69841 3.18451 -0.6 -0.2 0.6 0.0000
H -3.08840 6.64304 2.22680 0.1 -0.3 -0.1 0.0000
H -2.19288 8.15624 2.50576 -0.1 0.0 -0.2 0.0000
H 0.81076 3.84420 -0.05815 0.3 -0.3 0.0 -0.0003
H -0.69245 3.26042 -0.11625 0.0 -0.5 0.3 -0.0002
C 2.73672 4.15585 -3.41091 0.3 2.3 -1.3 0.0010
O 2.15480 4.45102 -4.44669 -1.2 0.5 -0.4 -0.0002
N 3.11937 2.96809 -3.13722 0.1 -6.2 0.0 -0.0003
N 3.20774 5.00138 -2.52922 0.3 2.8 1.7 0.0001
H 3.48634 2.61611 -2.26455 -0.1 0.4 0.0 -0.0001
H 2.57592 2.28323 -3.64292 0.5 -0.3 -0.1 -0.0011
H 2.94716 5.97305 -2.61901 0.5 -0.2 0.3 0.0000
H 3.78091 4.62599 -1.78715 -0.2 0.8 0.0 0.0000
C -2.35916 0.35693 3.84763 -0.6 -0.6 0.2 0.0000
O -3.47556 0.20559 4.21095 -4.5 -0.7 1.5 0.0000
N -1.66083 -0.51261 3.24561 2.4 -4.4 -3.4 0.0000
N -1.67113 1.40930 4.07160 2.0 5.3 1.4 0.0000
H -0.74650 -0.30211 2.87172 -0.2 -0.3 0.3 0.0000
H -2.07667 -1.39841 2.99553 0.4 -0.3 -0.2 0.0000
H -0.92646 1.57581 3.40991 0.0 0.9 0.7 0.0000
H -2.19525 2.06856 4.62907 0.7 0.7 -0.5 0.0000
C -2.54927 -3.85344 -0.62980 -3.0 1.3 0.8 0.0002
O -3.46209 -4.60330 -0.69876 -2.7 -2.3 -0.4 0.0001
N -2.62943 -2.62923 -0.14527 -1.5 3.2 0.9 -0.0006
N -1.35328 -4.06859 -1.00201 6.6 -1.9 -2.3 0.0000
H -3.51781 -2.33775 0.23674 0.2 0.2 -0.1 -0.0001
H -1.90701 -1.94432 -0.31591 -0.3 0.0 0.2 -0.0001
H -0.65876 -3.74788 -0.34255 0.5 -0.2 -0.4 0.0000
H -1.16831 -4.89217 -1.55664 0.1 -0.1 0.5 0.0000
C -0.62679 2.50611 -4.01950 -1.4 -0.1 5.3 -0.0396
O -0.48702 2.10670 -5.10606 1.2 -3.1 -7.7 0.6913
N -1.04813 1.78528 -3.00824 -1.7 -3.7 1.4 0.1265
N -0.36232 3.65845 -3.60306 1.2 6.0 1.5 0.1438
H -0.94832 2.11683 -2.05944 0.3 0.0 -0.1 -0.0136
H -1.04058 0.78092 -3.11442 -0.2 0.0 0.1 -0.0075
H -0.38506 3.66048 -2.59332 0.5 0.8 0.6 -0.0055
H 0.28846 4.33706 -3.97195 0.3 0.0 -1.0 -0.0155
C -1.02084 -1.20770 -4.20443 -1.8 -1.1 -0.9 -0.0086
O -1.48108 -0.84415 -5.25596 -1.1 1.2 -2.3 0.1121
N 0.14430 -0.89615 -3.78354 4.8 1.9 1.3 0.0003
N -1.63119 -1.98131 -3.34252 -2.3 -1.5 1.3 0.0103
H 0.35594 -1.15430 -2.83030 1.0 0.3 -0.3 0.0027
H 0.78812 -0.48467 -4.44405 0.1 -0.1 0.5 -0.0016
H -2.53378 -2.33436 -3.62675 0.1 -0.2 0.5 0.0002
H -1.09590 -2.36484 -2.57670 -0.7 -0.5 -0.1 -0.0006
C 1.29703 -1.48143 4.46331 -1.9 -2.4 5.1 0.0000
O 0.95714 -1.50626 5.64662 -0.3 0.5 0.6 0.0000
N 1.04681 -2.47920 3.68734 -1.8 -4.2 -2.9 0.0000
N 2.07131 -0.63292 3.95143 3.5 5.0 -1.8 0.0000
H 1.27189 -2.43589 2.70369 -0.1 -0.2 0.5 0.0000
H 0.26773 -3.06341 3.95534 0.2 0.1 0.0 0.0000
H 2.49724 -0.01966 4.63159 -0.1 0.4 -0.7 0.0000
H 2.04643 -0.51046 2.94919 0.8 0.5 0.5 0.0000
```
Positions in Å, forces in eV/Å.

**Orbital gap (alpha / beta)**: 0.300 / 0.101 Ha
**DFT total energy**: -137513.4039 eV
**Multiplicity**: 2
**Lowest unoccupied orbital energy (alpha / beta)**: -0.47 / -5.90 eV
**Expectation value of S²**: 0.76

3.
DFT (ωB97M-V/def2-TZVPD) results for one molecule with the formula C20H21BrFN3O5S at a distorted geometry.

Structure (XYZ):
```
52
Properties=species:S:1:pos:R:3:forces:R:3:lowdin_charge:R:1
C -2.96979 2.89588 -0.87660 0.2 -0.4 0.0 -0.0493
C -2.62222 1.49409 -0.41442 -0.3 0.1 0.4 -0.1963
H -3.50228 0.84200 -0.43280 0.1 0.0 0.0 0.1330
H -2.22518 1.50109 0.60324 0.0 0.0 -0.2 0.0996
O -1.64541 0.95837 -1.32056 0.1 0.0 -0.2 0.0035
C -1.09743 -0.21913 -0.98322 0.0 -0.1 -0.1 -0.5537
O -1.29184 -0.79708 0.06255 -0.3 -0.1 0.3 0.1024
N -0.27284 -0.68304 -1.95737 0.1 0.0 -0.2 -0.0370
C -0.06605 0.03670 -3.19865 -0.1 0.2 -0.2 -0.1047
H -0.01024 1.10196 -2.96452 0.0 -0.1 -0.1 0.1175
C 1.24059 -0.44500 -3.85590 -0.3 0.3 -0.3 -0.1545
N 2.18961 -0.89823 -2.87572 0.8 0.7 0.5 -0.2323
S 3.12165 0.25878 -2.13529 0.0 -0.1 0.0 0.6784
O 3.63009 1.09990 -3.17658 -0.3 0.2 -0.1 -0.2777
O 4.03058 -0.43330 -1.27427 -0.2 -0.2 0.2 -0.2669
C 2.07247 1.27963 -1.08311 0.6 -0.3 -0.5 -0.2453
C 1.52034 0.72284 0.05076 0.0 0.2 0.2 0.0010
C 0.72880 1.48675 0.90717 -0.1 0.2 -0.1 -0.0318
C 0.55792 2.83497 0.57386 0.1 0.0 -0.1 -0.2065
C 1.12311 3.39962 -0.55984 -0.1 -0.1 0.1 0.0268
C 1.87937 2.60949 -1.40477 0.0 0.0 0.0 -0.0334
H 2.33443 3.00153 -2.30023 0.0 0.1 -0.1 0.1193
H 0.95882 4.44671 -0.76085 0.0 0.1 0.0 0.1275
F -0.15537 3.64186 1.36380 0.1 0.0 -0.1 0.1041
C -0.04807 0.90152 2.05497 0.2 0.0 -0.1 -0.4079
O -1.02439 1.45542 2.50752 -0.1 0.0 0.1 0.0889
N 0.42779 -0.29415 2.49825 0.5 -0.1 -0.1 0.1215
C -0.25227 -1.20549 3.30022 -0.2 -0.2 0.1 -0.2537
C -1.20745 -0.81612 4.23627 0.0 0.1 0.0 0.0006
C -1.85243 -1.75778 5.01620 0.0 -0.1 0.0 -0.0711
C -1.55515 -3.10396 4.88958 0.0 0.0 0.0 -0.0886
C -0.61038 -3.51238 3.96427 0.0 0.0 0.0 -0.1324
C 0.02379 -2.56888 3.18103 0.1 0.0 -0.2 -0.5632
Br 1.30216 -3.17022 1.88909 -0.1 0.0 0.1 0.8053
H -0.37109 -4.55806 3.84505 0.0 -0.1 0.0 0.0987
H -2.05538 -3.83834 5.50135 0.0 -0.1 0.1 0.1031
H -2.59152 -1.43340 5.73233 -0.1 0.0 0.1 0.1059
H -1.44335 0.23025 4.32994 0.0 0.0 0.0 0.1076
H 1.22900 -0.68256 2.01815 -0.2 0.1 0.1 0.0578
H 1.71060 -0.32237 0.23147 -0.1 -0.2 0.1 0.1032
C 1.76499 -2.04790 -2.10982 -0.1 -0.4 0.3 -0.1573
H 2.04565 -2.95716 -2.65354 0.0 0.1 0.1 0.1295
C 0.24181 -2.03306 -1.88739 -0.1 -0.1 0.1 -0.1027
H -0.01887 -2.43651 -0.90844 0.0 0.0 -0.1 0.0985
H -0.25161 -2.63920 -2.65691 0.0 0.0 0.1 0.1311
H 2.32690 -2.03780 -1.17650 -0.1 -0.2 0.0 0.0926
H 1.04469 -1.27415 -4.54212 0.1 0.1 0.0 0.1314
H 1.71501 0.36472 -4.40978 -0.2 -0.1 -0.2 0.1189
H -0.91298 -0.11788 -3.88020 0.1 0.1 0.0 0.1331
H -3.34809 2.87595 -1.89544 -0.1 0.1 -0.1 0.0773
H -2.09031 3.53254 -0.84233 0.1 0.1 0.0 0.0655
H -3.72819 3.31056 -0.21992 -0.1 0.1 0.1 0.0826
```
Positions in Å, forces in eV/Å.

**Orbital gap**: 0.325 Ha
**DFT total energy**: -119384.8227 eV
**Multiplicity**: 1
**Lowest unoccupied orbital energy**: 0.07 eV
**Structure (SMILES)**: CCOC(=O)N1CCN(S(=O)(=O)c2ccc(F)c(C(=O)Nc3ccccc3Br)c2)CC1

4.
DFT (ωB97M-V/def2-TZVPD) results for a 2-piece molecular cluster, C4H9O3 overall at a distorted geometry.

Structure (XYZ):
```
16
Properties=species:S:1:pos:R:3:forces:R:3:lowdin_charge:R:1
C -0.91435 0.48388 -0.00321 0.3 -0.2 -0.6 -0.1919
C -2.32744 -0.01603 0.18221 -1.3 0.5 -1.3 -0.1351
C -0.22844 0.74889 1.35449 1.2 -1.0 -0.8 -0.7513
O -0.67379 1.71970 1.89089 -1.8 3.3 1.9 -0.0162
O 0.70635 0.05286 1.85993 0.3 -1.2 -1.3 -0.0827
H -0.32117 -0.15812 -0.62431 0.1 -0.8 -0.2 0.0525
H -1.04165 1.39877 -0.64584 0.5 -0.3 1.1 0.1192
H -2.55384 -1.03054 0.43837 0.7 -0.7 1.4 0.0501
H -2.78704 -0.12883 -0.81967 -0.1 1.0 0.0 0.0585
H -2.88712 0.72677 0.79332 0.2 -0.7 -0.4 0.0824
C 2.28528 -0.54008 -1.08853 1.4 1.3 0.3 -0.2684
O 2.06949 -1.35107 -0.02890 -0.8 -1.6 2.8 -0.1980
H 1.53236 -0.86998 0.74037 0.6 -0.3 -1.2 0.0683
H 1.32999 -0.42200 -1.58818 0.0 1.1 -0.6 0.0450
H 2.81953 0.37767 -0.64365 -1.1 -0.4 -1.4 0.1032
H 2.99185 -0.99188 -1.81728 -0.2 0.0 0.4 0.0643
```
Positions in Å, forces in eV/Å.

**Orbital gap**: 0.308 Ha
**Energy above the lowest of the compared OMol25 structures with the same formula, charge and spin**: 126.5 kJ/mol
**DFT total energy**: -10437.1546 eV
**Multiplicity**: 1
**Lowest unoccupied orbital energy**: 4.03 eV
**Total charge**: -1

Q: multiplicity of number 1 (C13H19N5O5)?
A: 1

Q: Which value of DFT total energy does entry 4 give?
A: -10437.1546 eV

Repeat the fourth record exactly.
DFT (ωB97M-V/def2-TZVPD) results for a 2-piece molecular cluster, C4H9O3 overall at a distorted geometry.

Structure (XYZ):
```
16
Properties=species:S:1:pos:R:3:forces:R:3:lowdin_charge:R:1
C -0.91435 0.48388 -0.00321 0.3 -0.2 -0.6 -0.1919
C -2.32744 -0.01603 0.18221 -1.3 0.5 -1.3 -0.1351
C -0.22844 0.74889 1.35449 1.2 -1.0 -0.8 -0.7513
O -0.67379 1.71970 1.89089 -1.8 3.3 1.9 -0.0162
O 0.70635 0.05286 1.85993 0.3 -1.2 -1.3 -0.0827
H -0.32117 -0.15812 -0.62431 0.1 -0.8 -0.2 0.0525
H -1.04165 1.39877 -0.64584 0.5 -0.3 1.1 0.1192
H -2.55384 -1.03054 0.43837 0.7 -0.7 1.4 0.0501
H -2.78704 -0.12883 -0.81967 -0.1 1.0 0.0 0.0585
H -2.88712 0.72677 0.79332 0.2 -0.7 -0.4 0.0824
C 2.28528 -0.54008 -1.08853 1.4 1.3 0.3 -0.2684
O 2.06949 -1.35107 -0.02890 -0.8 -1.6 2.8 -0.1980
H 1.53236 -0.86998 0.74037 0.6 -0.3 -1.2 0.0683
H 1.32999 -0.42200 -1.58818 0.0 1.1 -0.6 0.0450
H 2.81953 0.37767 -0.64365 -1.1 -0.4 -1.4 0.1032
H 2.99185 -0.99188 -1.81728 -0.2 0.0 0.4 0.0643
```
Positions in Å, forces in eV/Å.

**Orbital gap**: 0.308 Ha
**Energy above the lowest of the compared OMol25 structures with the same formula, charge and spin**: 126.5 kJ/mol
**DFT total energy**: -10437.1546 eV
**Multiplicity**: 1
**Lowest unoccupied orbital energy**: 4.03 eV
**Total charge**: -1